# C6H10

One molecule with the formula C6H10 at a distorted geometry (the ωB97M-V functional and the def2-TZVPD basis, OMol25).

- E_HOMO: -0.238 hartree
- Charge: 0
- LUMO: -2.1 eV
- ΔE to the lowest compared entry with this formula, charge and spin: 733.3 kJ/mol

Structure (XYZ):
```
16
Properties=species:S:1:pos:R:3:forces:R:3
H -1.4772 -0.3370 2.1717 0.3656 -0.3226 0.4453
H -1.0880 -0.6468 -3.1892 0.2566 0.0645 -0.8738
C 0.2500 0.0897 0.8172 0.8459 -0.3622 -1.6736
H 2.4219 -0.3055 0.5763 -1.0071 -0.3859 0.2896
C 1.5142 -0.5698 1.2536 3.8362 0.1081 -3.4011
H -1.7808 1.1190 -3.3354 -0.8582 0.6980 -1.1541
H 0.4052 1.1617 0.4406 0.4300 0.1630 1.6291
C -0.3725 -0.2486 2.1455 -3.8911 1.8376 -2.2461
H 1.4694 -1.6614 1.1929 -0.2155 0.2384 0.3495
H -1.1388 1.5292 -1.0742 -0.0327 1.3335 -0.2344
C -0.7821 0.6568 -1.5701 -1.0799 0.0440 -2.0969
C -1.1689 0.3900 -2.9118 1.3028 -0.5857 4.8258
H 1.8829 -0.1882 2.1808 -0.0845 -0.0951 0.8917
H -0.1084 -1.2168 -0.9013 1.3038 -0.0635 -0.7796
H 0.0434 0.3737 2.8990 0.1685 0.2539 0.9130
C -0.0703 -0.1460 -0.6957 -1.3405 -2.9261 3.1156
```
Forces are in eV/Å.

Here are the natural (NBO) charges for atoms 1 to 5, given in e:
1. H 0.17
2. H 0.20
3. C -0.38
4. H 0.19
5. C -0.62